(1)
The following is a quantum chemistry calculation of a cluster of 2 separate species, CH4FNO2 in total in a non-equilibrium geometry, from the Open Molecules 2025 dataset.

Structure (XYZ):
```
9
Properties=species:S:1:pos:R:3:forces:R:3
C -0.00356 0.13857 -0.44562 2.249 -0.643 2.072
N -1.21484 0.75179 -0.51932 -0.638 3.520 2.222
O 0.14140 -0.99546 -1.10837 1.547 0.149 -0.585
O 0.99610 1.10147 -0.53134 -1.904 -1.070 -0.965
F -2.24114 -0.04178 -0.01238 0.241 -0.250 -0.108
H 0.63002 -0.43833 1.60151 -0.827 0.406 -1.633
H -1.11114 1.59113 0.18214 -0.720 -1.905 -1.732
H -0.60463 -1.59072 -1.13722 -0.696 0.096 0.362
H 1.77478 0.68427 -0.18759 0.747 -0.302 0.367
```
Positions in Å, forces in eV/Å.

LUMO level (alpha / beta)	-0.26 / 0.13	eV
frontier orbital gap (alpha / beta)	0.2760 / 0.3237	hartree
energy above the lowest of the compared OMol25 structures with the same formula, charge and spin	6.995	eV
HOMO (alpha / beta)	-7.8 / -8.7	eV

---

(2)
The following is a quantum chemistry calculation of a cluster of 2 separate species, C8H11FO2 in total in a non-equilibrium geometry, from the Open Molecules 2025 dataset.

Structure (XYZ):
```
22
Properties=species:S:1:pos:R:3:forces:R:3
C -1.12847 2.05072 2.56010 0.769 1.038 -1.003
C -0.05200 0.54320 -1.72180 0.669 1.839 -0.033
C 0.68419 -0.24979 -2.46954 -0.560 -1.023 0.256
C -2.30904 1.65261 2.99911 0.107 -2.319 -2.096
C -1.02879 0.15054 -0.81195 -3.893 1.670 -1.002
C 1.47688 0.15492 -3.58960 0.851 0.980 -1.295
C 0.32412 -1.74339 1.90792 1.026 0.720 -0.599
C 0.37731 -1.02305 0.59630 2.328 1.020 0.662
O -0.17539 2.50139 2.02644 -1.162 -0.917 0.946
O -0.97971 -0.55499 0.22014 2.193 -1.654 0.906
F -2.89354 2.12599 4.06409 -0.637 1.052 1.832
H -0.15811 1.62199 -2.00937 0.117 -0.968 0.211
H 0.77292 -1.26611 -2.24701 -0.173 -1.623 0.636
H -2.83377 0.76567 2.54991 0.936 1.083 0.234
H 0.98942 1.07762 -3.96502 1.064 -0.338 -0.296
H 2.41763 0.31867 -3.04842 0.474 0.612 -0.887
H 1.69433 -0.59109 -4.38921 -0.543 0.545 0.595
H -0.54779 -2.25945 2.01880 -2.654 -1.539 0.059
H 1.08703 -2.48339 1.96499 0.900 -0.367 0.212
H 0.35528 -1.08211 2.73743 0.328 0.668 0.768
H 0.93628 -1.64145 -0.17121 -1.325 0.821 0.599
H 0.99122 -0.06850 0.77789 -0.814 -1.299 -0.703
```
Positions in Å, forces in eV/Å.

LUMO level (alpha / beta)	0.11 / 0.11	eV
frontier orbital gap (alpha / beta)	0.2636 / 0.2637	hartree
energy above the lowest of the compared OMol25 structures with the same formula, charge and spin	4.050	eV
HOMO (alpha / beta)	-7.1 / -7.1	eV

---

(3)
The following is a quantum chemistry calculation of a cluster of 2 separate species, C4H8NOS in total in a non-equilibrium geometry, from the Open Molecules 2025 dataset.

Structure (XYZ):
```
15
Properties=species:S:1:pos:R:3:forces:R:3
C -1.57753 -1.00426 -1.35943 1.003 0.607 2.280
C -1.39617 -0.04130 -0.28320 0.722 -3.836 0.456
C 2.28773 -0.01677 -0.40528 0.870 -1.187 -2.733
C -0.99563 -0.22196 1.08267 0.543 2.255 -2.469
N -0.67476 0.79620 1.87309 -0.843 -0.709 0.130
O -1.57577 1.11237 -0.92402 -1.262 1.256 -1.028
S -1.99961 0.29237 -2.35247 0.535 0.400 -0.039
H -1.25652 -2.07390 -1.52503 -0.955 1.420 0.209
H 2.23208 0.09037 -1.61000 0.069 -0.043 2.908
H 2.22447 -1.17446 -0.21980 0.075 2.465 0.125
H 1.55482 0.62576 0.06051 -0.690 -0.359 0.024
H -0.74604 -1.23776 1.25479 0.113 -0.704 1.042
H -0.34035 0.65193 2.82661 -0.154 -0.103 -0.458
H -0.97732 1.75221 1.65536 0.293 -0.592 -0.106
H 3.24060 0.44919 -0.07380 -0.319 -0.868 -0.342
```
Positions in Å, forces in eV/Å.

LUMO level (alpha / beta)	-5.74 / -5.74	eV
charge	+1
frontier orbital gap (alpha / beta)	0.2933 / 0.2933	hartree
energy above the lowest of the compared OMol25 structures with the same formula, charge and spin	2.651	eV
HOMO (alpha / beta)	-13.7 / -13.7	eV

---

(4)
The following is a quantum chemistry calculation of an isolated molecule of C3H8ClP in a non-equilibrium geometry, from the Open Molecules 2025 dataset.

Structure (XYZ):
```
13
Properties=species:S:1:pos:R:3:forces:R:3
C -2.10282 -1.10516 -0.32400 3.027 -2.351 -1.220
C 2.02275 0.76500 1.07138 -0.033 0.292 -0.151
C -1.20507 -0.01293 -0.82630 -0.360 -0.447 1.051
P 0.54625 0.15382 -0.23775 0.741 -2.239 0.299
Cl 3.13919 2.04338 0.42839 -0.447 -0.491 0.307
H -1.40758 -2.00434 0.01800 -1.461 1.800 0.067
H -2.63762 -1.61360 -1.12448 -0.464 0.300 -0.147
H -2.77551 -0.73483 0.40776 -0.599 0.073 0.845
H 1.38110 1.16038 1.85819 0.325 0.367 -0.076
H 2.59463 -0.05813 1.47899 0.126 -0.255 -0.207
H -1.54345 0.97256 -0.66429 -0.963 1.175 -0.621
H 0.81680 1.25359 -0.97543 0.087 1.170 -0.778
H 1.17133 -0.81973 -1.11045 0.021 0.605 0.630
```
Positions in Å, forces in eV/Å.

LUMO level (alpha / beta)	1.06 / -1.32	eV
⟨S²⟩	2.0104
frontier orbital gap (alpha / beta)	0.2665 / 0.3344	hartree
spin multiplicity	3
energy above the lowest of the compared OMol25 structures with the same formula, charge and spin	1.652	eV
HOMO (alpha / beta)	-6.2 / -10.4	eV

---

(5)
The following is a quantum chemistry calculation of a structure of composition C37H20Cl5F9IrN2OPS in a non-equilibrium geometry, from the Open Molecules 2025 dataset.

Structure (XYZ):
```
77
Properties=species:S:1:pos:R:3:forces:R:3
Ir 0.61104 -1.26899 1.03205 -0.248 1.339 -0.394
Cl 6.95714 -1.82069 4.50445 -0.576 0.005 -0.152
C 5.31124 -1.74389 4.10395 0.490 0.010 0.499
C 4.91184 -1.83249 2.74625 -0.600 -0.023 -0.905
Cl 6.08874 -2.05109 1.53075 -0.255 0.011 0.127
C 3.57094 -1.74379 2.43175 0.806 -0.096 0.177
Cl 3.03984 -1.92849 0.80565 0.377 -0.249 -0.581
C 2.54994 -1.52829 3.40775 -0.012 0.035 -0.179
O 1.33544 -1.36969 3.09465 0.012 -0.090 -0.067
C 2.98944 -1.48519 4.77895 0.226 0.074 0.756
Cl 1.81034 -1.26399 5.98105 0.159 -0.051 -0.310
C 4.33834 -1.60039 5.10885 -0.473 0.060 0.350
Cl 4.82074 -1.55809 6.74635 -0.073 0.023 -0.200
S 1.72714 5.42511 0.13025 0.138 -0.135 -0.276
C 1.56774 3.66841 0.29925 -0.031 0.416 -0.058
C 1.08254 3.17591 1.50975 -0.020 -0.239 -0.122
C 0.87884 1.81751 1.63995 -0.220 0.349 0.266
N 1.08684 0.96171 0.63855 -0.142 -0.936 0.440
C 1.52804 1.43171 -0.52735 0.236 0.189 -0.492
C 1.79254 2.77061 -0.74285 -0.060 -0.253 0.211
C 3.43804 5.62271 -0.40725 -0.354 -0.114 0.452
C 3.82074 5.78651 -1.72765 0.008 0.060 -0.126
C 5.15104 6.12361 -1.96925 -0.811 -0.279 0.116
N 6.00374 6.26951 -0.98515 1.737 0.447 -0.533
C 5.66664 6.09931 0.26685 -0.823 -0.315 0.457
C 4.36374 5.76201 0.61805 0.294 0.080 -0.111
H 0.86694 3.84581 2.32845 0.059 -0.008 0.078
H 0.52564 1.39521 2.56985 -0.044 -0.010 0.109
H 1.64834 0.71401 -1.32735 0.068 -0.067 -0.065
H 2.12614 3.10391 -1.71345 0.076 0.031 -0.044
H 3.12704 5.69151 -2.54665 -0.195 0.030 -0.046
H 5.52174 6.28881 -2.97145 -0.030 -0.008 -0.090
H 6.43294 6.24151 1.01715 0.050 0.012 0.044
H 4.08224 5.64181 1.65155 -0.097 0.036 0.101
F -2.89446 -7.96439 -0.25025 0.111 0.062 0.108
C -3.46806 -7.08809 -1.07785 -0.119 -0.232 -0.081
F -3.28706 -7.53619 -2.32845 0.070 0.124 -0.045
F -4.78616 -7.10769 -0.84055 -0.008 0.141 0.039
C -2.90716 -5.69169 -0.91565 0.096 -0.054 0.094
C -3.41586 -4.68209 -1.72585 0.086 -0.029 0.113
C -2.92666 -3.39549 -1.60495 0.041 0.065 -0.016
C -1.92856 -3.12339 -0.67305 0.630 0.025 0.247
C -1.42246 -4.14099 0.12955 0.066 0.253 -0.074
C -1.90726 -5.42949 0.01175 -0.215 -0.208 -0.128
P -1.31486 -1.44089 -0.35895 -1.347 -0.503 -0.383
C -2.74526 -0.67379 0.47075 0.622 0.121 0.330
C -3.92616 -0.33179 -0.18165 0.127 -0.042 -0.082
C -4.99616 0.15621 0.54745 0.071 -0.019 0.080
C -4.88416 0.29611 1.92495 0.133 0.011 0.094
C -3.71086 -0.04799 2.58595 -0.193 0.091 -0.024
C -2.64276 -0.52809 1.85285 0.151 -0.025 -0.187
C -6.05926 0.82461 2.71555 -0.233 0.114 0.158
F -5.66836 1.35821 3.87885 0.138 -0.022 0.059
F -6.93316 -0.14959 2.99445 0.049 -0.122 -0.059
F -6.71876 1.77391 2.04295 0.061 -0.008 -0.163
C -1.14826 -0.62749 -1.97695 0.475 0.044 0.395
C -1.34536 0.74891 -2.08265 -0.056 -0.107 0.155
C -1.00996 1.40591 -3.25215 0.055 -0.019 -0.176
C -0.45996 0.68991 -4.30645 -0.016 -0.007 0.023
C -0.28436 -0.68639 -4.22235 -0.042 0.223 -0.035
C -0.62506 -1.34199 -3.05545 0.027 -0.120 0.094
C 0.05714 1.40821 -5.52985 0.422 0.321 -0.166
F 1.40874 1.45111 -5.47955 -0.041 -0.122 0.094
F -0.27216 0.80331 -6.66585 -0.159 -0.231 -0.016
F -0.35676 2.67491 -5.60115 -0.223 0.035 0.147
H -4.18826 -4.90889 -2.44535 -0.064 0.000 -0.060
H -3.31686 -2.61389 -2.23795 -0.066 0.092 -0.101
H -0.64176 -3.90769 0.84855 -0.021 -0.140 0.021
H -1.51576 -6.22389 0.62855 -0.006 -0.056 0.025
H -4.01226 -0.43729 -1.25285 -0.029 0.012 -0.108
H -5.91186 0.43741 0.04865 -0.053 0.009 -0.029
H -3.63746 0.07131 3.65545 -0.008 0.015 0.086
H -1.70756 -0.80359 2.34435 -0.213 0.039 0.134
H -1.75676 1.30161 -1.24905 -0.016 0.086 0.035
H -1.15476 2.47051 -3.34815 -0.041 0.098 0.022
H 0.13144 -1.22189 -5.06215 0.017 -0.112 -0.045
H -0.48196 -2.40929 -2.97895 0.042 -0.138 -0.008
```
Positions in Å, forces in eV/Å.

LUMO level (alpha / beta)	-5.64 / -9.28	eV
⟨S²⟩	6.0357
charge	+2
frontier orbital gap (alpha / beta)	0.2885 / 0.1545	hartree
spin multiplicity	5
HOMO (alpha / beta)	-13.5 / -13.5	eV

---

(6)
The following is a quantum chemistry calculation of an isolated molecule of CH2Cl2NO2P in a non-equilibrium geometry, from the Open Molecules 2025 dataset.

Structure (XYZ):
```
9
Properties=species:S:1:pos:R:3:forces:R:3
C 0.02950 -1.37398 -0.21994 2.257 1.952 0.606
N -0.19455 1.81003 0.20169 0.255 0.317 -0.077
O 1.18162 -0.29873 0.13571 -1.928 -1.564 -0.265
O -0.98582 -0.75325 0.35889 -0.068 0.612 0.670
P 0.09207 0.47646 1.11284 -0.458 -0.547 -0.701
Cl 0.49003 -2.87639 0.51292 0.152 -0.617 0.183
Cl -0.07058 -1.51022 -1.94291 -0.045 -0.079 -0.608
H 0.10522 1.91360 -0.76068 -0.191 -0.190 0.107
H -0.64749 2.61248 0.60148 0.026 0.115 0.084
```
Positions in Å, forces in eV/Å.

LUMO level	0.75	eV
frontier orbital gap	0.3977	hartree
energy above the lowest of the compared OMol25 structures with the same formula, charge and spin	1.471	eV
HOMO	-10.1	eV

---

| no. | molecular weight (g/mol) |
| --- | --- |
| 1 | 81.0 |
| 2 | 158.2 |
| 3 | 118.2 |
| 4 | 110.5 |
| 5 | 1112.1 |
| 6 | 161.9 |